1.
41
Properties=species:S:1:pos:R:3:forces:R:3:mulliken_charge:R:1 method="wB97M-V/def2-TZVPD" spin_multiplicity=6 lumo_energy_ev="0.1 / 0.1" charge=0
C 0.1669 -1.1112 -4.6055 -0.8 -1.1 0.7 -1.046
C -0.8240 -0.4486 -5.3193 -0.4 0.1 -1.5 -0.064
C -0.9440 0.9663 -5.1091 0.0 0.5 -0.1 -0.606
C 0.1315 1.5975 -4.3751 0.0 1.5 -1.5 0.044
C 1.0394 0.8196 -3.6843 -0.4 0.3 0.8 -0.954
Sm -0.9113 -0.0106 -2.9461 -0.1 -1.5 1.7 0.713
P -0.1780 -2.7705 -2.0386 -0.1 0.0 0.1 -0.013
H 0.4671 -2.1482 -4.8049 0.1 0.3 -0.5 0.425
H -1.5667 -0.9258 -5.9807 0.7 0.2 -0.2 0.304
H -1.7623 1.5606 -5.5375 0.4 -0.3 0.1 0.341
H 1.9579 1.2281 -3.2613 0.1 0.1 -0.3 0.381
H 0.1333 2.6970 -4.3465 0.3 -0.3 -0.4 0.278
H 1.1497 -2.8697 -1.5157 -0.4 -0.1 -0.2 0.072
H -0.1517 -3.8793 -2.9366 0.0 0.2 0.5 0.086
H -0.8409 -3.3928 -0.9320 0.4 -0.3 -0.3 0.003
C 1.2240 0.9350 3.6824 0.3 0.0 0.4 -1.215
N 1.1457 1.0068 2.2401 0.6 0.3 1.4 0.003
N 0.2014 0.3996 1.4869 -1.0 -0.6 -0.3 0.560
C 0.4332 0.6940 0.1688 -1.1 -0.5 -1.3 0.655
O -0.3750 0.3161 -0.7467 1.3 0.6 2.3 -0.746
C 1.6291 1.4544 0.1417 0.0 0.0 -0.1 -1.084
C 2.0241 1.6368 1.4460 -0.5 -0.2 -0.6 0.776
C 3.1627 2.3885 2.0006 0.7 0.4 -0.1 -1.506
C -0.9049 -0.3251 2.0332 -0.1 0.0 -0.1 0.076
C -1.6910 0.2699 3.0161 0.0 -0.1 -0.1 0.026
C -2.7524 -0.4391 3.5742 0.1 -0.2 -0.2 -0.658
C -3.0517 -1.7249 3.1116 0.2 0.0 0.0 -0.459
C -2.2680 -2.3125 2.1108 -0.1 0.3 0.0 -0.563
C -1.1950 -1.6108 1.5655 0.3 0.2 0.0 -0.309
H 2.2598 0.6991 3.9634 -0.3 0.1 0.0 0.367
H 0.5780 0.1518 4.0786 0.1 0.1 -0.2 0.533
H 0.9314 1.8922 4.1423 0.1 -0.3 -0.1 0.319
H 2.0971 1.8096 -0.7573 0.0 0.1 0.0 0.383
H 2.8463 3.2553 2.5996 0.0 -0.3 -0.1 0.298
H 3.8290 1.7619 2.6109 -0.2 0.2 -0.1 0.351
H 3.7442 2.7661 1.1522 0.0 0.0 0.3 0.344
H -1.4560 1.2839 3.3333 -0.2 -0.2 0.0 0.505
H -3.3326 0.0196 4.3704 0.0 -0.1 -0.2 0.373
H -3.8917 -2.2779 3.5316 0.2 0.2 -0.1 0.387
H -2.4904 -3.3203 1.7522 0.0 0.4 0.1 0.365
H -0.5641 -2.0424 0.7847 -0.3 0.1 0.3 0.256

---

2.
44
Properties=species:S:1:pos:R:3:forces:R:3:mulliken_charge:R:1 method="wB97M-V/def2-TZVPD" de_lowest_kj_mol=0.0 lumo_energy_ev=2.3 charge=-1
O 1.9316 3.9758 -2.1848 -0.2 0.4 -0.1 -0.708
O 4.6247 0.2172 4.3528 -0.3 -0.6 -0.4 -0.759
O 0.1673 0.3628 0.3013 -0.2 0.9 0.2 -0.891
O 4.4168 2.3316 3.7124 -0.4 0.2 -0.8 -0.731
O -1.5487 -1.6348 0.4258 -0.5 0.0 -0.1 -0.547
C 2.5351 3.1076 -1.5724 0.5 0.7 -1.0 0.724
C 4.2649 1.1011 3.5435 0.8 0.3 1.3 0.321
C 1.3564 0.0665 0.1781 -0.1 0.4 -0.3 0.340
C -6.0622 -3.1933 -1.0190 0.0 0.3 0.0 -0.929
C -7.1455 -2.4313 -1.3827 1.3 -0.2 0.4 -0.362
C -3.3185 -0.1139 -0.1457 -1.1 0.2 -0.3 -0.472
C -3.6736 -2.5096 -0.2386 0.6 0.4 0.2 -0.851
C -4.6375 0.1084 -0.5705 0.5 0.0 0.1 -0.901
C -2.8362 -1.4194 0.0201 -0.1 -0.6 -0.1 0.534
C -4.9842 -2.2857 -0.6678 -0.1 -0.9 0.0 1.377
C -5.4615 -0.9903 -0.8319 -0.1 0.2 0.0 -0.283
N -6.7766 -1.0926 -1.2644 -1.0 0.5 -0.3 -0.038
N 1.6773 -1.2336 0.1329 0.8 -0.5 -0.2 -0.093
N 1.8901 2.3018 -0.7345 -0.5 -1.7 0.9 -0.052
C 4.0229 2.9309 -1.7963 -0.2 0.0 0.3 -0.994
C 2.9911 -1.8445 -0.0745 -0.1 0.2 0.3 -0.927
C 3.6260 0.6066 2.2367 -0.6 0.5 -0.5 -0.282
C 2.8974 1.6923 1.4290 0.2 -0.8 0.3 -0.528
C 2.4259 1.1786 0.0522 0.0 0.3 0.2 0.128
H -1.0457 -0.7825 0.4381 0.0 -0.2 0.0 0.524
H -6.0097 -4.2771 -0.9954 -0.1 0.3 0.0 0.397
H -8.1120 -2.8102 -1.7028 0.2 0.6 0.1 0.366
H -2.6616 0.7269 0.0563 -0.1 -0.1 0.0 0.443
H -3.2979 -3.5180 -0.1097 0.0 0.1 0.0 0.384
H -5.0068 1.1206 -0.6969 0.1 0.0 0.0 0.305
H -7.3787 -0.2967 -1.4671 0.4 -0.6 0.1 0.181
H 0.8954 -1.8617 0.2639 0.0 0.1 0.0 0.293
H 0.9020 2.4792 -0.6331 -0.1 0.0 0.0 0.186
H 4.5426 2.9770 -0.8410 0.2 -0.2 0.0 0.313
H 4.3761 3.7360 -2.4380 -0.1 -0.1 0.0 0.311
H 4.2038 1.9732 -2.2778 0.2 -0.1 0.0 0.247
H 2.8617 -2.8954 -0.3381 -0.1 0.2 0.0 0.378
H 3.5834 -1.7940 0.8415 0.1 0.0 -0.1 0.268
H 3.5268 -1.3496 -0.8849 0.0 0.0 0.0 0.291
H 2.9161 -0.1890 2.4711 0.1 -0.2 0.1 0.191
H 4.4145 0.1866 1.6080 0.2 -0.1 0.1 0.152
H 3.5801 2.5272 1.2678 -0.1 0.1 0.0 0.302
H 2.0382 2.0510 1.9981 0.0 0.2 -0.1 0.194
H 3.2889 0.7642 -0.4617 0.1 0.0 -0.2 0.197

---

3.
43
Properties=species:S:1:pos:R:3:forces:R:3:mulliken_charge:R:1 method="wB97M-V/def2-TZVPD" de_lowest_kj_mol=383.1 lumo_energy_ev=-0.2 charge=0 smiles="CCCCC/C=N/NC(=O)c1[nH]c2ccc([N+](=O)[O-])cc2c1C"
C 3.4802 -3.5347 -2.7433 0.0 -0.2 0.1 -1.164
C 2.6608 -4.7123 -2.2284 -0.2 0.1 -0.1 -0.518
C 1.2779 -4.3052 -1.7180 0.3 0.0 0.2 -0.553
C 1.3423 -3.4280 -0.4692 -0.3 -0.2 -0.1 -0.504
C -0.0332 -3.2169 0.1846 0.4 0.0 0.0 -0.762
C -0.9610 -2.4750 -0.7110 -0.2 0.0 -0.1 -0.421
N -1.1787 -1.2416 -0.5211 0.4 -0.2 0.5 -0.277
N -1.9968 -0.5607 -1.3417 -0.5 -0.5 -0.9 -0.134
C -2.3311 0.7759 -1.2601 -0.1 -0.2 -0.2 0.040
O -3.1052 1.2130 -2.0918 0.0 0.0 0.1 -0.692
C -1.7363 1.5756 -0.1947 -0.1 0.9 0.3 0.667
N -0.8501 1.0566 0.7291 0.2 -0.3 0.2 -0.075
C -0.4692 2.0265 1.5823 -0.2 0.6 0.0 -0.844
C 0.4037 1.9864 2.6716 0.0 0.0 0.0 -0.754
C 0.6074 3.1476 3.3715 0.0 0.1 0.1 -0.528
C -0.0464 4.3359 2.9963 -0.3 -1.0 -0.8 -0.339
N 0.1993 5.5236 3.7586 0.1 0.6 0.3 1.038
O 0.9651 5.4497 4.6999 0.1 0.0 0.2 -0.648
O -0.3715 6.5428 3.4223 -0.1 0.2 0.0 -0.635
C -0.9146 4.3956 1.9206 0.2 0.1 0.3 -0.209
C -1.1333 3.2281 1.1994 0.3 -0.6 0.1 0.979
C -1.9376 2.9195 0.0628 0.0 -0.5 -0.2 1.053
C -2.8015 3.8812 -0.6652 -0.1 0.0 -0.1 -1.623
H 2.9297 -2.9932 -3.5098 0.0 0.1 -0.1 0.296
H 4.4124 -3.8874 -3.1780 0.1 0.1 0.0 0.366
H 3.7230 -2.8444 -1.9397 0.1 0.1 0.0 0.310
H 3.2082 -5.2130 -1.4267 0.0 -0.1 0.0 0.318
H 2.5313 -5.4331 -3.0389 0.0 -0.1 0.0 0.313
H 0.7496 -3.7766 -2.5141 -0.1 0.0 -0.1 0.264
H 0.7122 -5.2111 -1.4850 -0.1 0.0 0.0 0.345
H 1.7625 -2.4531 -0.7196 0.1 0.0 0.1 0.300
H 1.9985 -3.9007 0.2646 0.1 0.0 0.0 0.354
H 0.0968 -2.6520 1.1090 -0.1 0.0 0.0 0.293
H -0.4681 -4.1897 0.4238 0.0 0.0 0.1 0.367
H -1.4231 -3.0217 -1.5377 -0.1 0.1 -0.1 0.408
H -2.4469 -1.0544 -2.1164 0.1 0.2 0.2 0.287
H -0.5795 0.0797 0.7061 0.0 0.2 0.1 0.052
H 0.9000 1.0702 2.9505 0.1 -0.1 0.1 0.486
H 1.2701 3.1796 4.2221 0.0 0.0 0.0 0.497
H -1.3965 5.3263 1.6649 0.0 0.1 0.0 0.603
H -3.5456 4.3009 0.0108 -0.1 0.1 0.0 0.352
H -2.2014 4.7044 -1.0513 0.0 0.1 0.0 0.352
H -3.3035 3.3854 -1.4894 0.0 0.1 0.0 0.337

---

4.
44
Properties=species:S:1:pos:R:3:forces:R:3:mulliken_charge:R:1 method="wB97M-V/def2-TZVPD" de_lowest_kj_mol=53.7 lumo_energy_ev=0.5 charge=0 smiles="CCOC(=O)N1CCN(CC(=O)Nc2nc3ccccc3s2)CC1"
C 6.1900 2.2801 1.2941 -0.4 -0.2 0.0 -1.127
C 5.2351 1.2014 1.7841 0.4 0.2 0.4 -0.294
O 4.1550 0.9999 0.8740 -0.3 0.0 -0.2 -0.376
C 3.1306 1.8791 0.9780 0.1 -0.1 0.0 0.750
O 3.0788 2.7744 1.7873 0.1 0.2 0.3 -0.645
N 2.1666 1.6278 0.0628 -0.1 -0.2 -0.1 0.220
C 2.2278 0.5434 -0.8947 0.1 -0.2 -0.1 -0.916
C 0.7944 0.0904 -1.2203 0.0 0.0 0.0 -0.922
N -0.0808 0.1560 -0.0688 0.4 0.0 0.5 0.310
C 0.2726 -0.7828 0.9768 0.3 0.1 0.1 -0.450
C -0.7615 -0.7991 2.0858 0.3 -0.1 -0.1 0.224
O -0.4647 -0.6679 3.2512 0.1 0.0 0.1 -0.636
N -2.0796 -0.9736 1.7527 -0.4 0.2 0.7 -0.049
C -2.7483 -1.2971 0.6026 0.0 -0.1 -1.0 0.495
N -3.9641 -1.7053 0.6756 0.1 0.1 1.0 -0.684
C -4.4814 -2.0008 -0.5519 0.2 0.0 -1.0 -0.348
C -5.7677 -2.4668 -0.8059 0.1 0.1 0.1 -0.513
C -6.1313 -2.7315 -2.1094 -0.1 0.0 0.0 -0.469
C -5.2372 -2.5381 -3.1600 0.0 0.0 -0.1 -0.603
C -3.9568 -2.0730 -2.9281 0.0 0.0 0.0 -0.610
C -3.5837 -1.8085 -1.6226 -0.1 -0.2 0.5 0.854
S -2.0629 -1.1933 -1.0193 -0.7 -0.2 -0.3 0.124
C -0.2521 1.5321 0.3890 -0.1 0.3 -0.1 -0.804
C 0.9592 2.4190 0.0431 -0.1 0.1 0.2 -1.028
H 7.0299 2.3607 1.9781 0.1 0.0 0.1 0.381
H 5.6739 3.2360 1.2545 0.0 0.1 0.0 0.312
H 6.5602 2.0341 0.3015 0.1 0.0 -0.1 0.298
H 4.8291 1.4748 2.7633 0.1 -0.1 -0.1 0.331
H 5.7330 0.2311 1.8447 -0.1 0.1 0.0 0.321
H 2.8045 -0.2750 -0.4604 -0.1 0.1 -0.1 0.470
H 2.7377 0.8696 -1.8105 0.0 -0.1 0.0 0.340
H 0.3553 0.7285 -1.9904 0.0 0.0 -0.1 0.456
H 0.8051 -0.9326 -1.6006 0.0 0.0 -0.1 0.425
H 1.2383 -0.5702 1.4583 -0.1 -0.1 0.0 0.188
H 0.3163 -1.7830 0.5313 0.0 0.0 0.0 0.564
H -2.6912 -1.0093 2.5655 0.2 0.0 -0.1 0.290
H -6.4504 -2.6111 0.0157 -0.1 0.0 0.1 0.454
H -7.1255 -3.0947 -2.3219 -0.1 0.0 0.0 0.372
H -5.5483 -2.7551 -4.1707 0.0 0.0 -0.1 0.382
H -3.2614 -1.9209 -3.7388 0.0 0.0 -0.1 0.411
H -1.1497 1.9425 -0.0876 0.0 0.1 0.1 0.254
H -0.4105 1.5279 1.4681 0.0 0.1 0.0 0.493
H 1.0741 3.2185 0.7754 -0.1 0.0 -0.2 0.424
H 0.8416 2.8627 -0.9517 0.0 0.0 0.1 0.336

---

5.
44
Properties=species:S:1:pos:R:3:forces:R:3:mulliken_charge:R:1 method="wB97M-V/def2-TZVPD" de_lowest_kj_mol=1600.4 lumo_energy_ev=0.2 charge=0
C -4.9441 -1.5098 0.2212 -2.4 -1.5 7.5 -1.452
C -4.4184 -0.1332 0.5816 -5.5 -1.8 0.3 -0.136
H -4.4410 0.0569 1.6500 0.4 -0.1 0.1 0.357
H -5.1700 0.6169 0.1393 1.1 -0.8 0.5 0.253
O -3.2106 -0.0744 -0.0164 2.3 4.8 1.5 -0.301
C -2.8138 1.2595 0.4141 1.8 1.9 -1.3 0.435
O -3.4709 2.0936 1.0859 2.5 -3.5 -2.4 -0.599
N -1.5301 1.5158 -0.2533 -5.9 -3.2 2.5 0.396
C -0.8165 0.4143 -0.7928 3.8 -0.2 5.0 -0.441
H -1.3519 -0.1774 -1.4347 -1.2 -1.2 -1.7 0.750
C 0.4349 1.1187 -1.3518 -1.5 -8.8 -3.3 -1.535
N 1.2522 1.6441 -0.4901 6.3 1.6 3.6 1.012
C 2.5380 2.0114 -1.0762 -2.4 8.8 5.2 -0.992
C 3.6099 2.4106 0.1411 -8.5 -15.2 -3.1 0.143
O 4.2250 3.3002 0.1914 7.2 10.6 1.6 -0.342
N 3.6642 1.1598 0.9894 1.5 2.0 -0.2 -0.235
C 3.1013 -0.1566 0.7249 5.9 9.9 0.3 0.625
N 3.0734 -0.7689 -0.3002 9.7 8.0 -8.4 -0.277
C 2.4653 -1.7420 -0.3249 -10.8 -13.1 5.6 0.309
C 2.1548 -2.7685 -1.1283 -0.6 -3.2 -4.1 -0.355
C 1.3478 -3.9168 -1.0613 -0.2 9.5 14.0 -1.019
C 0.6613 -3.9675 0.4252 1.2 -5.4 -7.6 -0.349
C 0.9381 -3.0036 1.3210 -2.6 -4.0 0.2 -0.506
C 1.6697 -1.9644 1.1677 5.1 4.9 -5.9 0.316
S 2.1163 -0.4988 1.7854 -7.0 -2.8 10.3 -0.474
H 0.5549 -3.2091 2.2179 -1.7 -0.5 3.8 0.589
H 0.1771 -5.1153 0.4571 0.9 3.7 1.1 0.175
H 1.2871 -4.5063 -1.7595 -1.0 -6.4 -7.0 0.797
H 2.5876 -2.7263 -2.0902 1.0 0.4 -1.3 0.342
H 4.3202 1.2530 1.7785 -0.5 -0.4 -0.6 0.237
H 2.3231 3.3034 -1.4269 0.9 -3.4 0.2 0.261
H 2.8786 1.5296 -1.8844 1.2 -2.3 -2.6 0.485
C 0.6703 2.3862 0.6216 -0.8 2.7 -4.3 -0.797
C -0.7904 2.5825 0.1142 1.1 8.8 2.7 -1.066
H -0.7552 3.2640 -0.7635 0.4 -0.1 0.3 0.386
H -1.2638 3.4691 0.9440 0.6 -3.3 -2.2 0.241
H 0.5898 1.7672 1.3555 -0.3 -3.9 5.0 0.489
H 1.1998 3.2762 1.0891 -0.6 -0.6 -1.5 0.423
H 1.0287 0.1302 -1.7980 -1.4 2.6 0.2 0.409
H 0.0950 1.7399 -2.0846 -0.9 1.8 -2.9 0.389
H -0.4074 -0.4068 0.2448 -1.1 2.2 -3.2 -0.067
H -5.1033 -1.5063 -0.7086 -0.3 -0.4 -7.7 0.517
H -6.1043 -1.7528 0.5074 2.7 1.0 0.2 0.314
H -4.3728 -2.3986 0.5774 -0.1 0.9 -0.3 0.296